one | Molecular formula: C5H14O2
Method: DFT, ωB97M-V with the def2-TZVPD basis set

CARTESIAN COORDINATES (ANGSTROEM)
1 C 0.98662 -1.93240 -1.28238
2 C 0.08779 -1.67115 -0.13455
3 C -0.62588 -0.29904 -0.28045
4 C 0.41262 0.81882 -0.19529
5 C -0.23839 2.22640 0.16155
6 O -0.23448 3.08197 -1.01239
7 H 1.72283 -2.72961 -1.02916
8 H 1.65238 -1.13866 -1.63975
9 H 0.39899 -2.38773 -2.08321
10 H 0.68067 -1.66289 0.81599
11 H -0.56754 -2.42433 0.25946
12 H -1.38596 -0.16589 0.55959
13 H -1.41148 -0.31288 -1.04502
14 H 0.87314 0.94953 -1.18509
15 H 1.26979 0.62214 0.46438
16 H 0.54013 2.76271 0.70868
17 H -1.27100 2.12807 0.42888
18 H -0.53650 2.57829 -1.77111
19 O -0.45696 -0.33023 2.87971
20 H -1.31298 -0.71805 2.68909
21 H -0.58379 0.60490 2.69106

SMILES ... CCCCCO.O
HOMO ... -10.197 eV
LUMO energy ... 0.028 Ha



two | Molecular formula: C5H14O2
Method: DFT, ωB97M-V with the def2-TZVPD basis set

CARTESIAN COORDINATES (ANGSTROEM)
1 C 1.95026 -3.40083 0.74922
2 C 0.72052 -3.02428 0.43869
3 C 0.39263 -1.53085 0.34996
4 C -0.15465 -0.94270 1.65509
5 C -1.49558 -1.58151 2.04402
6 H 2.66861 -2.63165 1.03809
7 H 2.38662 -4.38073 0.59170
8 H -0.14822 -3.62505 0.19701
9 H 1.30774 -0.99581 0.07576
10 H -0.35426 -1.38176 -0.43676
11 H -0.16967 0.14870 1.64290
12 H 0.56494 -1.10212 2.45461
13 H -1.33296 -2.41024 2.72877
14 H -2.14745 -0.86630 2.55893
15 H -2.01790 -1.92833 1.15022
16 O -1.39370 1.97349 -2.98276
17 H -1.25694 1.34783 -3.70404
18 H -0.78286 1.79032 -2.26146
19 O 0.39464 6.43029 -1.31876
20 H 0.04147 5.60417 -0.97858
21 H 0.70513 6.32308 -2.22544

SMILES ... C=CCCC.O.O
HOMO ... -9.705 eV
LUMO energy ... 0.015 Ha



three | Molecular formula: C5H14O2
Method: DFT, ωB97M-V with the def2-TZVPD basis set

CARTESIAN COORDINATES (ANGSTROEM)
1 C 1.37536 0.76424 -0.14594
2 C -0.06033 0.39318 -0.51130
3 C -1.02480 0.80373 0.58491
4 C -0.20925 -1.08801 -0.96613
5 C -1.28768 -1.27756 -2.02663
6 O -1.85719 -2.57317 -2.03759
7 H 2.04914 0.34914 -0.87645
8 H 1.47104 1.84908 -0.14504
9 H 1.65419 0.47345 0.86726
10 H -0.28948 0.94471 -1.43756
11 H -0.77489 1.81008 0.88844
12 H -0.97895 0.11386 1.41466
13 H -2.07980 0.80085 0.30550
14 H 0.76247 -1.41361 -1.34740
15 H -0.40770 -1.70165 -0.08517
16 H -2.03723 -0.47931 -1.93742
17 H -0.83973 -1.14640 -3.00778
18 H -2.25335 -2.71968 -1.16081
19 O 2.14073 1.72194 3.79071
20 H 1.59108 0.95008 3.95633
21 H 3.05637 1.42506 3.87740

SMILES ... CC(C)CCO.O
HOMO ... -10.220 eV
LUMO energy ... 0.027 Ha



four | Molecular formula: C5H14O2
Method: DFT, ωB97M-V with the def2-TZVPD basis set

CARTESIAN COORDINATES (ANGSTROEM)
1 C -0.56664 1.91390 -0.53075
2 C 0.17410 0.59258 -0.66237
3 C -0.63046 -0.45926 -1.43494
4 C 0.52759 0.10514 0.79221
5 C 1.73037 -0.77250 0.84423
6 O 2.79021 -0.13652 0.11382
7 H 0.19023 2.55763 -0.13077
8 H -0.81285 2.15731 -1.58656
9 H -1.40814 1.87397 0.08628
10 H 1.13572 0.80155 -1.24865
11 H -1.59987 -0.81012 -1.09753
12 H 0.00480 -1.41040 -1.64265
13 H -0.95365 -0.15854 -2.43828
14 H 0.68865 0.93376 1.42592
15 H -0.34887 -0.40719 1.17338
16 H 1.96497 -1.14085 1.86470
17 H 1.59286 -1.70387 0.23901
18 H 3.41302 0.33890 0.69121
19 O -2.94600 -1.12146 1.10747
20 H -2.06901 -1.28818 0.65554
21 H -2.87703 -1.86582 1.77873

SMILES ... CC(C)CCO.O
HOMO ... -10.423 eV
LUMO energy ... 0.027 Ha



Most stable of them? three.



one | Molecular formula: C42H42BN5RuS2Sb2
Method: DFT, ωB97M-V with the def2-TZVPD basis set

CARTESIAN COORDINATES (ANGSTROEM)
1 Ru 0.06673 -0.64695 0.66205
2 C 1.86153 -3.29184 3.26641
3 N 2.72321 -2.18730 2.85719
4 C 4.06141 -2.28464 2.54690
5 C 4.47130 -1.03668 2.21816
6 N 3.39737 -0.18919 2.34197
7 B 3.40885 1.35768 2.11105
8 N 3.85947 1.58797 0.63383
9 C 4.77719 2.54670 0.24732
10 C 4.86420 2.52655 -1.09669
11 N 3.97106 1.56820 -1.53625
12 C 3.76252 1.19826 -2.93084
13 C 3.36626 0.99931 -0.46701
14 S 2.23074 -0.29580 -0.67343
15 C 2.33762 -0.90346 2.69617
16 S 0.72324 -0.31741 2.92954
17 H 2.36678 -4.22777 3.04244
18 H 0.92517 -3.25046 2.71881
19 H 1.65301 -3.23808 4.33291
20 H 4.59813 -3.21815 2.59112
21 H 5.44040 -0.68131 1.90868
22 H 4.21439 1.86526 2.85482
23 H 2.29910 1.78569 2.23924
24 H 5.28961 3.15469 0.97444
25 H 5.46981 3.10440 -1.77404
26 H 3.78189 2.09710 -3.54328
27 H 2.79651 0.71093 -3.02944
28 H 4.54150 0.51724 -3.26959
29 C -1.97607 3.13393 -0.23051
30 C -3.09458 2.66369 -1.16024
31 C -3.83481 1.41443 -0.69149
32 Sb -2.66363 -0.37568 -0.40579
33 C -2.51559 -0.43595 1.73251
34 C -2.11148 -1.63770 2.32969
35 C -2.10366 -1.77319 3.71888
36 C -2.48686 -0.71545 4.51761
37 C -2.86816 0.49609 3.93498
38 C -2.87871 0.63703 2.56010
39 C -4.29493 -1.74691 -0.59979
40 C -4.81535 -1.91601 -1.88629
41 C -5.81205 -2.85325 -2.12345
42 C -6.28372 -3.64000 -1.08100
43 C -5.77065 -3.47658 0.19839
44 C -4.77617 -2.53481 0.44384
45 Sb -0.21386 1.87899 -0.23804
46 C 1.18199 3.45239 0.03234
47 C 1.25573 4.02282 1.30359
48 C 2.07216 5.12364 1.52554
49 C 2.81533 5.65824 0.47974
50 C 2.75154 5.08486 -0.78173
51 C 1.94431 3.97519 -1.00781
52 C -0.16047 1.64737 -2.37346
53 C -0.06043 0.40558 -2.99881
54 C -0.02538 0.31334 -4.38486
55 C -0.07837 1.46319 -5.16441
56 C -0.18550 2.70329 -4.55442
57 C -0.23619 2.79178 -3.16777
58 H -2.32994 3.23787 0.79752
59 H -1.58487 4.10228 -0.54424
60 H -2.69996 2.50942 -2.16446
61 H -3.82964 3.47169 -1.23605
62 H -4.57717 1.10980 -1.42995
63 H -4.35912 1.58916 0.24972
64 H -1.87022 -2.49670 1.72505
65 H -1.79474 -2.71108 4.16422
66 H -2.50465 -0.82712 5.59496
67 H -3.17089 1.32674 4.56141
68 H -3.19205 1.58114 2.13287
69 H -4.44629 -1.31409 -2.71243
70 H -6.21132 -2.97791 -3.12211
71 H -7.05088 -4.38114 -1.26674
72 H -6.13989 -4.08749 1.01319
73 H -4.40324 -2.41362 1.45126
74 H 0.67628 3.61613 2.12510
75 H 2.12136 5.56741 2.51219
76 H 3.44464 6.52282 0.65189
77 H 3.32633 5.50506 -1.59923
78 H 1.90351 3.53203 -1.99511
79 H 0.01313 -0.50088 -2.42249
80 H 0.04574 -0.66107 -4.85279
81 H -0.04105 1.39005 -6.24450
82 H -0.23391 3.60383 -5.15512
83 H -0.34331 3.76842 -2.70579
84 N 0.62578 -7.96283 -0.73370
85 C 0.50671 -6.82565 -0.61336
86 C 0.35681 -5.39821 -0.45147
87 C 1.47746 -4.58766 -0.32303
88 C 1.32448 -3.21744 -0.15730
89 C 0.05717 -2.62555 -0.09270
90 C -1.05271 -3.46110 -0.24882
91 C -0.91215 -4.82733 -0.43042
92 H 2.46476 -5.03046 -0.35891
93 H 2.21637 -2.61431 -0.09313
94 H -2.06041 -3.07074 -0.24595
95 H -1.78563 -5.45271 -0.55939

HOMO (alpha / beta) ... -10.091 / -10.200 eV
LUMO energy (alpha / beta) ... -0.152 / -0.142 Ha
⟨S²⟩ ... 0.762
Total charge ... +1
2S+1 ... 2



two | Molecular formula: C42H42BN5RuS2Sb2
Method: DFT, ωB97M-V with the def2-TZVPD basis set

CARTESIAN COORDINATES (ANGSTROEM)
1 Ru 0.38811 0.57759 0.17201
2 C 0.11281 4.41651 2.07523
3 N 1.29659 4.17766 1.25887
4 C 2.56174 4.64639 1.54203
5 C 3.34659 4.30169 0.49403
6 N 2.56554 3.63948 -0.42693
7 B 2.98025 3.44518 -1.91659
8 N 2.95681 1.93510 -2.41320
9 C 3.16270 1.74312 -3.76092
10 C 3.33619 0.42202 -3.98272
11 N 3.21227 -0.19617 -2.76172
12 C 3.36600 -1.62687 -2.54161
13 C 2.97517 0.74334 -1.81341
14 S 2.77832 0.33573 -0.12010
15 C 1.33119 3.55194 0.06895
16 S -0.01433 2.73206 -0.67606
17 H 0.40021 4.39945 3.12338
18 H -0.61287 3.63194 1.88387
19 H -0.32074 5.38263 1.82345
20 H 2.78022 5.17685 2.45188
21 H 4.38899 4.48832 0.31034
22 H 4.11244 3.85021 -2.01378
23 H 2.20128 4.02761 -2.62835
24 H 3.18996 2.57621 -4.44080
25 H 3.54387 -0.12900 -4.88286
26 H 3.82725 -2.05495 -3.42770
27 H 2.40141 -2.09742 -2.37735
28 H 3.99890 -1.80635 -1.67743
29 C -1.76988 -3.08551 -0.34655
30 C -2.86034 -2.49533 0.55130
31 C -3.51525 -1.24772 -0.03086
32 Sb -2.23126 0.41977 -0.39606
33 C -2.05122 0.17118 -2.49827
34 C -0.81065 0.18940 -3.13382
35 C -0.71564 0.03380 -4.51123
36 C -1.86323 -0.14108 -5.26924
37 C -3.10606 -0.16051 -4.64985
38 C -3.19795 -0.00154 -3.27466
39 C -3.65766 1.95943 -0.30287
40 C -4.43319 2.09592 0.84781
41 C -5.40185 3.08652 0.92011
42 C -5.59130 3.94779 -0.15195
43 C -4.80737 3.82681 -1.28992
44 C -3.83572 2.83768 -1.36740
45 Sb 0.12096 -2.13818 -0.07573
46 C 1.40682 -3.68420 -0.73098
47 C 1.02603 -4.48246 -1.80830
48 C 1.82262 -5.55226 -2.19744
49 C 3.00403 -5.81527 -1.51952
50 C 3.39024 -5.01178 -0.45505
51 C 2.59571 -3.94510 -0.05756
52 C 0.38288 -2.60226 1.99317
53 C 1.40953 -1.98550 2.70510
54 C 1.65536 -2.31658 4.03047
55 C 0.88229 -3.28302 4.65750
56 C -0.11779 -3.93136 3.94755
57 C -0.36336 -3.59550 2.62270
58 H -2.06066 -3.02812 -1.39749
59 H -1.55857 -4.13072 -0.11836
60 H -2.45875 -2.27421 1.54312
61 H -3.63673 -3.25067 0.70135
62 H -4.30455 -0.88645 0.63028
63 H -3.96725 -1.45406 -1.00244
64 H 0.10389 0.34737 -2.56999
65 H 0.25551 0.06698 -4.98780
66 H -1.79247 -0.25133 -6.34348
67 H -4.00455 -0.29351 -5.23841
68 H -4.17957 -0.00049 -2.81275
69 H -4.29464 1.43353 1.69634
70 H -6.00690 3.18631 1.81171
71 H -6.35046 4.71696 -0.09841
72 H -4.94954 4.50456 -2.12152
73 H -3.22438 2.75733 -2.25797
74 H 0.10631 -4.28717 -2.34945
75 H 1.51976 -6.17803 -3.02705
76 H 3.62433 -6.65001 -1.81853
77 H 4.31141 -5.21890 0.07436
78 H 2.90470 -3.33429 0.78104
79 H 2.04190 -1.24808 2.22792
80 H 2.45135 -1.81962 4.57067
81 H 1.06250 -3.53578 5.69422
82 H -0.70502 -4.70712 4.42165
83 H -1.14493 -4.12606 2.09286
84 N 0.30442 1.63033 7.40827
85 C 0.27277 1.48663 6.26877
86 C 0.23750 1.30703 4.83706
87 C -0.94284 0.91246 4.21487
88 C -0.97819 0.72961 2.84228
89 C 0.17107 0.91799 2.06350
90 C 1.35105 1.32240 2.71053
91 C 1.38576 1.51998 4.08154
92 H -1.82992 0.74620 4.81217
93 H -1.90961 0.41326 2.39480
94 H 2.25862 1.47264 2.14093
95 H 2.30308 1.81959 4.57243

HOMO (alpha / beta) ... -10.287 / -10.193 eV
LUMO energy (alpha / beta) ... -0.124 / -0.150 Ha
⟨S²⟩ ... 0.769
Total charge ... +1
2S+1 ... 2



Most stable of them? two.